1.
Here is C10H14BF5N6OReTe as an isolated structure in a non-equilibrium geometry from the Open Molecules 2025 dataset. Energies are from the ωB97M-V functional and the def2-TZVPD basis.

```
39
C10H14BF5N6OReTe (the ωB97M-V functional and the def2-TZVPD basis)
H 1.85 -2.19 1.65
N 0.14 -1.32 0.67
B -2.23 -0.65 0.03
N -1.21 -1.49 0.85
C -1.43 -2.44 1.77
Re 0.89 0.15 -1.04
H -2.45 -2.70 2.02
C -0.20 -2.89 2.21
H -0.03 -3.65 2.96
C 0.77 -2.17 1.51
H -3.36 -0.95 0.28
C 2.20 1.62 -1.61
H 3.28 1.60 -1.44
H 1.80 2.53 -1.14
H 1.99 1.66 -2.70
N -1.89 -0.92 -1.47
N -1.93 0.82 0.49
N -0.56 -0.85 -1.94
N -0.67 1.35 0.35
C -2.70 -1.10 -2.51
C -2.74 1.73 1.09
H -3.76 -1.17 -2.28
H -3.79 1.47 1.28
C -1.95 -1.21 -3.69
C -1.99 2.88 1.33
C -0.63 -1.09 -3.32
C -0.68 2.60 0.85
H -2.34 -1.40 -4.68
H -2.30 3.78 1.81
H 0.28 -1.05 -3.91
H 0.21 3.22 0.86
H -0.24 1.03 -1.83
F 3.70 -1.34 2.29
Te 4.06 0.55 1.72
F 3.69 0.91 3.54
F 2.06 0.80 1.63
F 4.16 2.51 1.56
F 5.95 0.45 2.31
O 2.04 -1.06 -1.50
```

**Energy relative to the best compared isomer or geometry (same formula, charge and spin)**: 3.154 eV
**Electronic energy**: -45250.7922 eV
**<S²>**: 3.782
**Orbital gap (spin up / spin down)**: 7.574 / 4.116 eV
**HOMO (spin up / spin down)**: -16.1 / -15.9 eV
**Charge**: +2
**Spin multiplicity**: 4


2.
Here is C10H14BFMgN6 as an isolated structure in a non-equilibrium geometry from the Open Molecules 2025 dataset. Energies are from the ωB97M-V functional and the def2-TZVPD basis.

```
33
C10H14BFMgN6 (the ωB97M-V functional and the def2-TZVPD basis)
H 0.00 3.07 0.74
N 0.13 1.76 -0.96
B 0.83 0.85 -3.27
N 0.58 2.00 -2.24
C 0.75 3.33 -2.43
Mg -0.15 -0.27 -0.24
H 1.08 3.71 -3.39
C 0.51 3.97 -1.22
H 0.59 5.02 -1.00
C 0.16 2.96 -0.32
H 1.36 1.24 -4.29
C -2.08 -2.80 1.53
H -2.45 -3.13 2.50
H -1.11 -3.26 1.36
H -2.78 -3.22 0.80
N -0.58 0.28 -3.40
N 1.64 -0.32 -2.61
N -1.31 -0.21 -2.33
N 1.39 -0.86 -1.37
C -1.26 0.19 -4.56
C 2.66 -0.98 -3.18
H -0.83 0.51 -5.49
H 2.94 -0.74 -4.19
C -2.49 -0.40 -4.27
C 3.18 -1.88 -2.25
C -2.48 -0.63 -2.87
C 2.38 -1.74 -1.11
H -3.29 -0.62 -4.94
H 4.02 -2.54 -2.37
H -3.28 -1.09 -2.32
H 2.54 -2.21 -0.15
H -2.05 -1.69 1.47
F 0.10 -0.29 1.54
```

**Energy relative to the best compared isomer or geometry (same formula, charge and spin)**: 0.038 eV
**Electronic energy**: -28381.4133 eV
**Orbital gap**: 9.642 eV
**HOMO**: -9.1 eV
**Spin multiplicity**: 1